Here is a molecular structure, C29H40F3IrO2Se from the Open Molecules 2025 dataset. Energies are from ωB97M-V/def2-TZVPD.

For the energy above the lowest of the compared OMol25 structures with the same formula, charge and spin, the calculation gives 0.041 eV. The total energy is -4084.80026 a.u. As for the LUMO energy (alpha / beta): 0.23 / -2.84 eV. As for the multiplicity: 5. The expectation value of S² is 6.042. The max |F| comes out at 0.0055 hartree/bohr.

The geometry in XYZ format:
```
76
Properties=species:S:1:pos:R:3:forces:R:3:lowdin_charge:R:1
Ir 0.6765 -1.5488 3.5829 0.1 -0.2 -0.2 1.174
C -4.2067 2.0345 -0.7799 0.0 0.0 0.0 -0.068
C -4.0999 0.5541 -1.1458 0.0 0.0 0.0 -0.559
C -5.4819 -0.0891 -0.9641 0.0 0.0 0.0 -0.044
C -3.6829 0.4544 -2.6197 0.0 0.0 0.0 -0.045
C -3.0823 -0.1774 -0.2741 0.0 0.0 0.0 -0.171
C -2.3814 0.4342 0.7426 0.0 0.1 0.0 -0.068
C -1.4768 -0.2961 1.5070 0.0 -0.1 0.0 -0.394
Se -0.4496 0.6201 2.8503 -0.1 0.2 -0.1 1.141
C 0.9185 1.1342 1.5957 -0.1 0.0 0.0 -0.347
C 0.7989 2.3122 0.9154 0.0 0.1 0.0 -0.039
C 1.7043 2.6483 -0.1025 0.0 0.0 0.0 -0.110
C 2.7492 1.7445 -0.4002 0.0 0.0 0.0 0.040
C 2.9293 0.5521 0.2464 0.1 0.0 -0.1 -0.046
C 1.9851 0.2068 1.3047 0.1 -0.1 0.0 -0.326
O 2.1094 -0.8760 1.9300 0.0 0.0 0.2 -0.109
C 4.0526 -0.4123 -0.1158 0.0 0.0 0.0 -0.531
C 3.4506 -1.7467 -0.5917 0.0 0.0 0.0 -0.028
C 4.9180 0.1415 -1.2507 0.0 0.0 0.0 -0.066
C 4.9692 -0.6438 1.0982 0.0 0.0 0.0 -0.029
C 1.5926 3.9390 -0.8954 0.0 0.0 0.0 -0.553
C 1.4433 3.5984 -2.3872 0.0 0.0 0.0 -0.032
C 0.3897 4.7813 -0.4698 0.0 0.0 0.0 -0.059
C 2.8724 4.7634 -0.6805 0.0 0.0 0.0 -0.033
C -1.2385 -1.6593 1.3043 0.0 0.0 0.0 -0.362
O -0.3870 -2.3535 2.0463 0.0 0.0 0.0 -0.320
C -1.9480 -2.3027 0.2521 0.0 0.0 0.0 -0.078
C -2.8349 -1.5417 -0.4870 0.0 0.0 0.0 0.029
C -1.7106 -3.7842 -0.0499 0.0 0.0 0.0 -0.533
C -0.2383 -4.0047 -0.4340 0.0 0.0 0.0 -0.039
C -2.0702 -4.6396 1.1749 0.0 0.0 0.0 -0.037
C -2.5690 -4.2732 -1.2194 0.0 0.0 0.0 -0.072
H -4.9321 2.5210 -1.4340 0.0 0.0 0.0 0.086
H -4.5422 2.1724 0.2498 0.0 0.0 0.0 0.088
H -3.2501 2.5479 -0.9039 0.0 0.0 0.0 0.078
H -6.2232 0.4217 -1.5832 0.0 0.0 0.0 0.085
H -5.4736 -1.1415 -1.2509 0.0 0.0 0.0 0.079
H -5.8020 -0.0275 0.0775 0.0 0.0 0.0 0.092
H -4.4070 0.9729 -3.2523 0.0 0.0 0.0 0.084
H -2.7024 0.9094 -2.7746 0.0 0.0 0.0 0.086
H -3.6283 -0.5822 -2.9546 0.0 0.0 0.0 0.077
H -2.5225 1.4830 0.9699 0.0 0.0 0.0 0.093
H -0.0159 2.9791 1.1591 0.0 0.0 0.0 0.100
H 3.4376 2.0182 -1.1857 0.0 0.0 0.0 0.097
H 2.8153 -1.5925 -1.4668 0.0 0.0 0.0 0.093
H 4.2596 -2.4214 -0.8783 0.0 0.0 0.0 0.090
H 2.8626 -2.2266 0.1861 0.0 0.0 0.0 0.075
H 4.3432 0.2927 -2.1670 0.0 0.0 0.0 0.089
H 5.3982 1.0832 -0.9759 0.0 0.0 0.0 0.089
H 5.7065 -0.5776 -1.4736 0.0 0.0 0.0 0.089
H 4.4429 -1.1254 1.9173 0.0 0.0 0.0 0.079
H 5.8015 -1.2836 0.7997 0.0 0.0 0.0 0.089
H 5.3848 0.3015 1.4542 0.0 0.0 0.0 0.093
H 0.5461 3.0020 -2.5622 0.0 0.0 0.0 0.092
H 1.3587 4.5207 -2.9644 0.0 0.0 0.0 0.090
H 2.3006 3.0437 -2.7687 0.0 0.0 0.0 0.080
H -0.5502 4.2433 -0.6088 0.0 0.0 0.0 0.084
H 0.4610 5.0947 0.5732 0.0 0.0 0.0 0.092
H 0.3485 5.6821 -1.0829 0.0 0.0 0.0 0.090
H 3.7601 4.2292 -1.0202 0.0 0.0 0.0 0.081
H 2.8068 5.6963 -1.2431 0.0 0.0 0.0 0.090
H 3.0050 5.0092 0.3744 0.0 0.0 0.0 0.095
H -3.3802 -2.0271 -1.2841 0.0 0.0 0.0 0.094
H 0.4301 -3.7101 0.3715 0.0 0.0 0.0 0.070
H -0.0701 -5.0615 -0.6557 0.0 0.0 0.0 0.086
H 0.0122 -3.4282 -1.3282 0.0 0.0 0.0 0.088
H -1.4512 -4.3877 2.0321 0.0 0.0 0.0 0.074
H -3.1182 -4.4940 1.4466 0.0 0.0 0.0 0.091
H -1.9272 -5.6968 0.9391 0.0 0.0 0.0 0.085
H -2.3446 -3.7372 -2.1443 0.0 0.0 0.0 0.085
H -2.3599 -5.3302 -1.3915 0.0 0.0 0.0 0.085
H -3.6366 -4.1777 -1.0103 0.0 0.0 0.0 0.087
F -0.4070 -0.8238 6.1614 0.0 0.0 0.0 -0.002
C 0.7690 -1.2656 5.6272 0.0 0.0 0.0 -0.757
F 1.0977 -2.3595 6.3678 0.0 0.0 0.0 0.007
F 1.6951 -0.3164 5.9750 0.0 0.0 0.0 -0.004
```
Forces are in eV/Å.


Here is 3 unconnected molecules or ions with the total composition CH4Br2N3S at a distorted geometry from the Open Molecules 2025 dataset. Energies are from ωB97M-V/def2-TZVPD.

For the energy above the lowest of the compared OMol25 structures with the same formula, charge and spin, the calculation gives 2.171 eV. The total energy is -5750.49296 a.u. As for the charge: +1. As for the LUMO energy (alpha / beta): -6.36 / -6.67 eV. As for the multiplicity: 3. The expectation value of S² is 2.008. The max |F| comes out at 0.1148 hartree/bohr.

The geometry in XYZ format:
```
11
Properties=species:S:1:pos:R:3:forces:R:3:nbo_charge:R:1
C 0.4255 1.2202 0.9699 5.0 -1.4 -0.9 0.246
N -0.6596 1.8216 1.0133 -4.0 0.9 -1.5 -0.768
N -1.0496 -0.8446 0.6780 3.5 -1.6 1.1 -0.405
N -2.2122 -0.7871 0.3577 -3.5 4.6 -1.3 -0.239
S 1.8920 0.7106 0.7291 -3.2 0.9 0.8 0.518
Br -1.8097 1.1914 -4.5614 -0.1 0.0 0.0 0.116
Br -1.4888 1.5157 -2.3347 0.1 0.1 0.0 -0.097
H -1.3820 1.6739 0.2087 1.9 0.5 1.4 0.449
H -1.1371 2.2369 1.8121 0.7 0.0 0.3 0.481
H -0.6755 -1.7410 0.8647 1.3 -1.2 0.4 0.392
H -2.3476 0.2985 0.2062 -1.7 -2.6 -0.2 0.307
```
Forces are in eV/Å.


Here is a single C10H14FNO4S molecule from the Open Molecules 2025 dataset. Energies are from ωB97M-V/def2-TZVPD.

For the energy above the lowest of the compared OMol25 structures with the same formula, charge and spin, the calculation gives 0.032 eV. The total energy is -1243.16764 a.u. As for the LUMO energy: 0.59 eV. Its SMILES is COCCNS(=O)(=O)c1ccc(F)c(OC)c1. The max |F| comes out at 0.0169 hartree/bohr.

The geometry in XYZ format:
```
31
Properties=species:S:1:pos:R:3:forces:R:3:nbo_charge:R:1
C 2.0643 4.3797 -1.9694 0.0 0.0 0.0 -0.251
O 1.8789 3.3688 -2.9341 -0.1 0.0 -0.2 -0.532
C 1.6061 2.0989 -2.4029 -0.2 -0.1 0.1 -0.076
C 0.1829 1.9484 -1.8392 0.4 0.7 -0.1 -0.261
N -0.0497 0.6248 -1.3014 0.4 -0.3 0.7 -0.853
S 0.7555 0.2711 0.1371 -0.5 -0.5 -0.3 2.301
O 1.0414 1.5035 0.8065 -0.3 0.2 0.0 -0.937
O 1.8321 -0.6438 -0.1253 -0.2 -0.2 0.0 -0.944
C -0.5356 -0.6014 1.0123 0.4 0.3 -0.2 -0.318
C -1.6000 0.1097 1.5214 0.0 0.0 0.1 -0.185
C -2.6076 -0.5825 2.1764 0.1 -0.2 -0.1 -0.261
C -2.5159 -1.9534 2.3010 0.1 -0.1 0.0 0.351
F -3.4975 -2.6161 2.9375 0.2 0.1 -0.1 -0.308
C -1.4320 -2.6884 1.7917 -0.1 0.4 0.0 0.308
O -1.4487 -4.0221 1.9821 -0.3 0.2 0.2 -0.487
C -0.3610 -4.7822 1.5037 0.2 -0.1 -0.1 -0.255
C -0.4347 -1.9740 1.1332 0.0 -0.3 0.1 -0.298
H 2.4584 5.2407 -2.5065 0.0 0.0 0.1 0.194
H 1.1248 4.6587 -1.4819 0.0 0.0 0.0 0.164
H 2.7795 4.0648 -1.2021 0.0 0.0 0.0 0.172
H 2.3175 1.8438 -1.6028 0.0 0.0 -0.1 0.174
H 1.7444 1.4000 -3.2343 0.0 0.0 0.1 0.182
H -0.5592 2.1543 -2.6150 0.0 0.0 0.1 0.207
H 0.0392 2.6380 -1.0068 -0.1 0.1 -0.2 0.222
H 0.1421 -0.1047 -1.9732 0.0 -0.3 0.0 0.395
H -1.6254 1.1803 1.4129 -0.1 0.2 0.0 0.237
H -3.4623 -0.0755 2.5947 -0.1 0.0 0.1 0.238
H 0.5788 -4.4690 1.9667 0.0 0.0 0.0 0.183
H -0.2731 -4.7117 0.4158 0.0 0.0 0.0 0.179
H -0.5807 -5.8105 1.7847 0.1 0.1 0.0 0.207
H 0.4374 -2.4502 0.7172 0.1 -0.2 0.0 0.254
```
Forces are in eV/Å.


Here is 2 unconnected molecules or ions with the total composition CH3IO at a distorted geometry from the Open Molecules 2025 dataset. Energies are from ωB97M-V/def2-TZVPD.

For the energy above the lowest of the compared OMol25 structures with the same formula, charge and spin, the calculation gives 3.687 eV. The total energy is -412.67094 a.u. As for the LUMO energy (alpha / beta): -0.76 / -0.74 eV. The max |F| comes out at 0.0740 hartree/bohr.

The geometry in XYZ format:
```
6
Properties=species:S:1:pos:R:3:forces:R:3:nbo_charge:R:1
C 1.5205 1.6642 0.1212 1.5 0.5 1.8 -0.390
O -0.9879 -1.1512 0.2022 -2.5 -0.8 2.8 -0.954
I 1.8910 -0.2735 -0.0333 0.3 -0.5 -0.3 0.301
H 0.7536 1.9442 -0.5349 -1.4 0.1 -1.5 0.092
H -1.7885 -1.3117 0.8589 2.4 0.5 -2.2 0.479
H -1.3888 -0.8721 -0.6141 -0.4 0.2 -0.5 0.473
```
Forces are in eV/Å.